1.
C11H15B | wB97M-V/def2-TZVPD

Geometry as ORCA input:
```
! RIJCOSX wB97M-V def2-TZVPD def2/J DEFGRID3
* xyz 0 1
B -2.8664 -0.1172 0.9896
C 1.8268 1.1106 -0.0193
C 1.9802 -1.2527 -0.0693
C -0.0602 -0.1731 0.2938
C 2.6387 -0.0866 -0.0843
C 0.4431 1.0887 0.2331
C 0.5950 -1.3578 0.1683
C -4.2541 0.7550 -1.1140
C -3.7979 -0.1847 -0.1461
C 4.1142 -0.1133 -0.3374
C -0.2380 2.3850 0.4185
C -0.2870 -2.6145 0.2129
H -2.4019 -0.0132 2.1238
H 2.1734 2.1328 -0.0879
H 2.4294 -2.2552 -0.1301
H -4.8147 0.5190 -2.0146
H -4.2689 1.8196 -0.8781
H -4.2045 -1.0655 -0.5440
H 4.7468 -0.8452 0.0930
H 4.3440 -0.1036 -1.4229
H 4.5779 0.8700 0.0469
H -1.2517 2.2558 0.2431
H -0.1806 2.8095 1.4644
H 0.2256 3.1796 -0.2325
H -0.5240 -2.7078 1.3269
H -1.2248 -2.5457 -0.4121
H 0.2795 -3.4898 -0.1214
*
```

Computed properties:
energy relative to the best compared isomer or geometry (same formula, charge and spin): 566.6 kJ/mol
strongest force on any atom: 4.2 eV/A
E: -452.75517 Ha

2.
C11H15BrClO2RuV | wB97M-V/def2-TZVPD

Geometry as ORCA input:
```
! RIJCOSX wB97M-V def2-TZVPD def2/J DEFGRID3
* xyz -2 9
Ru -0.1138 -0.4674 -0.9129
Cl -0.5509 1.4932 -2.1502
C -2.0411 -0.8036 -0.4905
H -2.1326 -1.3448 0.4801
H -2.5167 -1.3886 -1.2975
H -2.5500 0.1804 -0.4012
V 0.2065 -0.1449 -3.5194
C 2.1161 0.2409 -4.2490
C -0.8758 -0.4050 -5.2940
C 0.1454 -1.8412 -2.2386
H -1.2803 -1.4290 -5.3609
H -1.7286 0.2957 -5.2965
H -0.2977 -0.2217 -6.2179
H 2.8373 -0.5312 -3.9340
H 2.1890 0.3242 -5.3482
H 2.4515 1.2039 -3.8259
H -0.6600 -2.5106 -2.5621
H 1.1273 -2.2794 -2.4558
Br -0.5198 3.1191 2.3048
C -0.0418 1.7160 3.4885
C -0.0593 2.0696 4.8393
C 0.2387 1.1473 5.8388
C 0.5560 -0.1631 5.4772
C 0.5800 -0.5396 4.1318
C 0.3062 0.3976 3.1237
C 0.3627 0.0129 1.6768
O 0.4222 -1.2104 1.3200
O 0.3202 0.9368 0.7760
H -0.3106 3.0910 5.0895
H 0.2106 1.4868 6.8735
H 0.7869 -0.8676 6.2733
H 0.8224 -1.5671 3.8613
*
```

Computed properties:
strongest force on any atom: 4.0 eV/A
E: -4651.50218 Ha
expectation value of S²: 20.06

3.
C11H15Cl8N3O6 | wB97M-V/def2-TZVPD

Geometry as ORCA input:
```
! RIJCOSX wB97M-V def2-TZVPD def2/J DEFGRID3
* xyz -1 2
C 5.0100 -4.2683 -2.7443
Cl 3.2222 -4.4344 -2.7069
Cl 5.8326 -5.7420 -2.2716
Cl 5.6028 -3.8490 -4.3169
Cl 5.6035 -2.8849 -1.7202
C 1.5189 -0.6182 -1.3180
Cl 1.3201 -0.1575 0.4496
Cl 3.1091 -1.2979 -1.7620
Cl 0.2941 -1.8830 -1.6257
Cl 1.1783 0.8531 -2.2725
C -2.5530 -3.1534 0.1595
N -2.8391 -3.3911 -1.2807
O -2.0960 -4.1868 -1.8383
O -3.7591 -2.7353 -1.7577
H -2.3261 -4.1036 0.6430
H -3.4331 -2.7634 0.6710
H -1.7152 -2.4574 0.2018
C 0.6713 0.1267 4.1370
N 0.1457 -0.8698 5.2041
O -0.9268 -0.6099 5.7096
O 0.8971 -1.7826 5.5377
H -0.0175 0.9667 4.2258
H 0.4521 -0.2928 3.1551
H 1.7061 0.3412 4.4038
C -1.4145 -0.8894 -4.2745
N -2.4719 -0.7333 -5.3135
O -2.4741 -1.5178 -6.2577
O -3.2677 0.1790 -5.1785
H -1.1773 -1.9528 -4.2432
H -1.7453 -0.5091 -3.3081
H -0.6248 -0.2674 -4.6959
C -0.6665 4.2480 0.7566
C 0.1613 3.3131 1.4748
C 0.4769 3.6990 2.7433
C 0.0400 4.9064 3.3341
C -0.8227 5.7383 2.6226
C -1.0777 5.4037 1.2972
H -1.0082 3.9775 -0.2316
H 0.4461 2.3574 1.0601
H 1.1917 3.1169 3.3060
H 0.2794 5.2388 4.3334
H -1.1753 6.7018 2.9598
H -1.5671 6.1835 0.7325
*
```

Computed properties:
strongest force on any atom: 3.4 eV/A
E: -4725.06645 Ha
expectation value of S²: 0.75

4.
C11H15ClCoI2N2OP | wB97M-V/def2-TZVPD

Geometry as ORCA input:
```
! RIJCOSX wB97M-V def2-TZVPD def2/J DEFGRID3
* xyz 2 5
I 1.8335 -4.7171 -1.9616
I -0.6041 -4.8670 -1.3564
Co -0.0238 -0.0356 -0.4840
P 0.0121 0.5088 -2.7367
C -1.5962 0.7069 -3.5917
C 0.8849 2.0773 -3.1022
H 1.9009 -0.8456 -3.3594
H 0.9627 -0.3765 -4.8145
H 0.3730 -1.6712 -3.7301
C 0.8983 -0.7135 -3.7741
H 1.8852 2.0174 -2.6657
H 0.9549 2.2487 -4.1818
H -1.4520 0.9635 -4.6463
H -2.1725 1.4960 -3.1011
H 0.3479 2.9058 -2.6327
H -2.1626 -0.2255 -3.5186
C -1.8423 -0.0684 -0.4025
O -3.0114 -0.0892 -0.3499
Cl 2.3593 0.0086 -0.5904
N 0.0979 -1.9219 3.1396
C 0.0751 -1.8470 1.7885
N 0.0202 -0.5665 1.3507
C 0.0105 0.1819 2.4643
C -0.0378 1.5665 2.5897
C -0.0370 2.0983 3.8952
C 0.0109 1.2412 5.0217
C 0.0591 -0.1554 4.8548
C 0.0571 -0.6446 3.5521
H 0.1389 -2.7847 3.7265
H 0.0981 -2.7075 1.1334
H -0.0743 2.2092 1.7200
H -0.0736 3.1700 4.0391
H 0.0112 1.6611 6.0194
H 0.0965 -0.8235 5.7059
*
```

Computed properties:
energy relative to the best compared isomer or geometry (same formula, charge and spin): 0.0 kJ/mol
strongest force on any atom: 9.0 eV/A
E: -3391.99347 Ha
expectation value of S²: 6.03

5.
C11H15F6IrN5O6S2Se | wB97M-V/def2-TZVPD

Geometry as ORCA input:
```
! RIJCOSX wB97M-V def2-TZVPD def2/J DEFGRID3
* xyz 1 1
Ir -0.0935 0.1295 -0.0546
C 1.5226 3.7188 1.9859
C 1.1305 2.3370 1.5997
N 0.8008 2.0433 0.3920
O 0.8439 3.0562 -0.5224
C 1.1268 1.2325 2.5179
C 1.5278 1.3439 3.9531
N 0.7748 0.0952 1.9887
O 0.7906 -1.0005 2.5338
H 0.9384 4.4337 1.4103
H 2.5726 3.8820 1.7323
H 1.3854 3.8970 3.0478
H 0.1707 2.8349 -1.1840
H 2.4230 1.9543 4.0609
H 1.7093 0.3518 4.3576
H 0.7281 1.8050 4.5367
F -4.1837 2.9212 -2.0418
C -3.8580 2.4625 -0.8495
F -3.3463 3.4423 -0.1159
F -4.9148 1.9602 -0.2427
S -2.5388 1.1700 -0.9908
O -2.4065 0.5863 0.3349
O -1.3433 1.8713 -1.4228
N -3.1024 0.1804 -2.0623
S -2.2851 -1.1474 -2.2362
O -2.5190 -1.8277 -3.4564
O -0.8526 -0.9767 -1.9033
C -2.9011 -2.2928 -0.8748
F -4.1394 -1.9982 -0.5359
F -2.1118 -2.1878 0.1979
F -2.8328 -3.5441 -1.3068
C 0.5549 -3.9185 -2.6686
N 1.5484 -2.8607 -2.7543
C 2.2622 -2.5369 -3.8787
C 3.0511 -1.4819 -3.5645
N 2.8078 -1.1722 -2.2512
C 3.4664 -0.1261 -1.4917
C 1.8759 -2.0158 -1.7643
Se 1.2882 -2.0481 0.0281
H 0.6895 -4.5967 -3.5062
H -0.4503 -3.5050 -2.7083
H 0.6799 -4.4673 -1.7383
H 2.1617 -3.0804 -4.8008
H 3.7787 -0.9581 -4.1577
H 4.0054 0.5256 -2.1735
H 4.1649 -0.5594 -0.7769
H 2.7241 0.4529 -0.9439
*
```

Computed properties:
energy relative to the best compared isomer or geometry (same formula, charge and spin): 249.4 kJ/mol
strongest force on any atom: 5.0 eV/A
E: -5054.30067 Ha

6.
C11H15F6N3O11S2V | wB97M-V/def2-TZVPD

Geometry as ORCA input:
```
! RIJCOSX wB97M-V def2-TZVPD def2/J DEFGRID3
* xyz 0 2
V -0.5006 -0.0376 -0.4822
O -1.3242 0.3986 2.1357
C -0.7958 1.5305 2.8047
C -0.9178 2.7840 1.9561
N -0.3490 2.6026 0.6254
C 1.0775 2.7657 0.4879
C 1.6279 1.9004 -0.6468
O 2.7706 1.9451 -0.9916
O 0.6984 1.1259 -1.2427
C -1.1106 3.2289 -0.4326
C -2.1406 2.2781 -1.0389
O -2.9715 2.6447 -1.8268
O -2.0254 1.0203 -0.6352
H -2.2824 0.4768 2.0568
H 0.2480 1.2973 3.0110
H -1.2951 1.6873 3.7650
H -0.4621 3.6328 2.4848
H -1.9773 3.0188 1.8312
H 1.5836 2.4439 1.3974
H 1.3870 3.7981 0.2840
H -0.4552 3.5399 -1.2476
H -1.6443 4.1253 -0.1051
N -1.0433 -0.6122 -2.3954
C -2.3936 -1.2211 -2.5426
C -2.5613 -2.4694 -1.6830
C -2.5296 -2.1680 -0.1957
O -3.3297 -2.5570 0.6023
O -1.4766 -1.4133 0.1339
H -0.9785 0.2277 -2.9661
H -0.3197 -1.2554 -2.7096
H -2.5490 -1.4721 -3.5927
H -3.1154 -0.4562 -2.2624
H -1.7578 -3.1851 -1.8836
H -3.5091 -2.9497 -1.9149
F 3.9838 -0.3796 0.4831
C 3.5689 -0.3820 1.7398
F 4.3925 -1.1119 2.4786
F 3.5566 0.8692 2.2029
S 1.8622 -1.0648 1.8477
O 1.0767 -0.0785 1.1016
O 1.5795 -1.1892 3.2334
N 2.0022 -2.4391 1.1109
S 1.3171 -2.7944 -0.2440
O 0.9873 -1.6041 -1.0335
O 0.3188 -3.8070 -0.1620
C 2.7022 -3.5368 -1.2015
F 3.1301 -4.6365 -0.6019
F 3.6995 -2.6734 -1.3211
F 2.2450 -3.8476 -2.4148
*
```

Computed properties:
energy relative to the best compared isomer or geometry (same formula, charge and spin): 55.9 kJ/mol
strongest force on any atom: 1.0 eV/A
E: -3759.75651 Ha
expectation value of S²: 0.76

7.
C11H15FIN | wB97M-V/def2-TZVPD

Geometry as ORCA input:
```
! RIJCOSX wB97M-V def2-TZVPD def2/J DEFGRID3
* xyz 0 1
C -1.8989 -0.4262 -1.9869
C -0.6105 -0.9224 -2.0301
C -2.3289 0.3678 -0.9204
C 0.0510 0.5240 -0.2575
C 0.3587 -0.4771 -1.1890
C -1.3587 0.9887 -0.0969
C 1.6002 -2.4170 -0.0675
C 2.8410 -0.2416 -1.0599
C -2.1551 3.4796 3.2785
C 1.6649 -1.2671 -1.0768
C -0.9346 2.2450 1.9197
N -1.7748 1.8818 0.9140
F -0.4148 1.2941 2.6135
I 0.6244 3.9209 1.2046
H -2.7898 -0.8133 -2.6625
H -0.2902 -1.5608 -2.8544
H -3.3867 0.5962 -0.8240
H 0.7514 0.8383 0.4915
H 2.4112 -3.1826 -0.0831
H 0.6945 -2.9570 -0.1547
H 1.3716 -1.8748 0.9335
H 2.8185 0.6332 -0.3278
H 2.9802 0.1333 -2.0751
H 3.6707 -0.8524 -0.7787
H -1.9914 4.5448 3.1777
H -3.1786 3.2867 2.9476
H -1.9857 3.0982 4.2780
H 1.9244 -1.7461 -2.0118
H -2.6363 2.3753 0.7472
*
```

Computed properties:
energy relative to the best compared isomer or geometry (same formula, charge and spin): 282.1 kJ/mol
strongest force on any atom: 6.6 eV/A
E: -880.32963 Ha

> Among the records above, which one has the highest strongest force on any atom?

C11H15ClCoI2N2OP